[1]
The following is a quantum chemistry calculation of an isolated molecule of C4H7N3 in a non-equilibrium geometry, from the Open Molecules 2025 dataset.

```
14
Properties=species:S:1:pos:R:3:forces:R:3
N -2.209 -0.534 0.343 0.209 0.297 -0.145
C -1.131 0.300 0.018 0.004 0.162 0.102
C 0.146 -0.360 -0.407 -0.196 0.397 -0.165
C 1.477 -0.014 0.064 0.191 0.130 -0.546
N 2.433 -0.586 0.837 0.042 0.153 0.125
C 1.215 0.806 -0.918 -0.699 -0.944 0.820
N -1.187 1.580 -0.040 -0.339 -0.535 0.423
H -3.122 -0.135 0.159 0.221 -0.127 0.105
H -2.150 -1.509 0.085 0.137 0.177 -0.004
H 0.008 -1.413 -0.747 0.156 0.935 -0.748
H 3.343 -0.309 0.489 0.102 -0.249 0.410
H 2.302 -1.587 0.916 0.238 0.177 0.156
H 0.976 1.861 -1.063 0.094 -0.725 -0.581
H -2.102 1.900 0.262 -0.158 0.152 0.047
```
Positions in Å, forces in eV/Å.

- Charge: 0
- Relative energy (zero: lowest compared OMol25 entry of this formula, charge and spin): 302.21 kJ/mol

[2]
The following is a quantum chemistry calculation of a 2-piece molecular cluster, C4H7N3 overall, from the Open Molecules 2025 dataset.

```
14
Properties=species:S:1:pos:R:3:forces:R:3
C -1.153 -1.479 -1.156 -0.014 -0.230 -0.138
N -1.656 0.303 -0.008 0.047 0.226 0.018
C -0.367 0.543 0.191 0.097 -0.094 -0.034
N 0.437 -0.318 -0.437 -0.196 0.135 0.133
N 1.666 -0.261 0.188 0.153 0.098 -0.085
C 1.681 0.832 1.014 -0.094 -0.019 0.039
C 0.432 1.378 1.056 0.095 -0.047 0.023
H -1.634 -1.984 -0.328 0.043 0.131 -0.106
H -1.827 -1.055 -1.891 0.095 -0.047 0.173
H -0.342 -2.039 -1.608 -0.057 0.119 0.071
H -2.228 1.142 -0.093 0.021 -0.109 0.016
H 2.463 -0.526 -0.373 -0.094 0.020 0.115
H 2.589 1.106 1.540 -0.158 -0.029 -0.098
H 0.087 2.175 1.700 0.063 -0.154 -0.128
```
Positions in Å, forces in eV/Å.

- Charge: 0
- Relative energy (zero: lowest compared OMol25 entry of this formula, charge and spin): 424.92 kJ/mol

[3]
The following is a quantum chemistry calculation of an isolated molecule of C4H7N3 in a non-equilibrium geometry, from the Open Molecules 2025 dataset.

```
14
Properties=species:S:1:pos:R:3:forces:R:3
C 1.275 -0.279 1.783 -0.006 0.004 0.010
C 0.683 0.511 0.626 0.023 0.003 -0.181
N -0.327 -0.310 -0.030 -0.247 0.030 -0.161
C -0.575 -0.173 -1.365 -0.260 0.300 0.037
N 0.092 0.601 -2.131 -0.070 -0.286 -0.087
C -1.733 -0.933 -1.858 -0.893 -0.586 -0.265
N -2.674 -1.469 -2.270 1.109 0.568 0.464
H 1.726 -1.206 1.403 -0.090 0.254 0.185
H 0.493 -0.540 2.512 0.256 0.053 -0.132
H 2.040 0.313 2.293 -0.094 -0.130 -0.006
H 1.430 0.734 -0.144 -0.093 -0.011 0.289
H 0.258 1.478 0.955 0.121 -0.385 -0.096
H -1.005 -0.788 0.552 0.189 0.143 -0.329
H -0.228 0.523 -3.097 0.053 0.043 0.272
```
Positions in Å, forces in eV/Å.

- Charge: 0
- Relative energy (zero: lowest compared OMol25 entry of this formula, charge and spin): 43.10 kJ/mol